# 1
{"formula": "C34H52N2OP", "method": "ωB97M-V with the def2-TZVPD basis set", "elements": ["C", "C", "C", "C", "P", "C", "C", "C", "C", "C", "C", "C", "C", "H", "H", "H", "H", "H", "H", "H", "H", "H", "H", "H", "H", "H", "H", "H", "H", "H", "H", "H", "H", "H", "H", "H", "H", "H", "H", "H", "C", "N", "C", "O", "C", "C", "C", "C", "C", "C", "C", "C", "N", "C", "C", "C", "C", "C", "C", "C", "C", "C", "C", "C", "C", "H", "H", "H", "H", "H", "H", "H", "H", "H", "H", "H", "H", "H", "H", "H", "H", "H", "H", "H", "H", "H", "H", "H", "H", "H"], "xyz": [[-5.533, -4.421, 0.708], [-4.131, -4.210, 0.159], [-3.612, -2.784, 0.364], [-2.210, -2.578, -0.176], [-1.000, -3.640, 0.706], [0.509, -3.134, -0.225], [1.081, -4.319, -0.978], [1.552, -5.449, -0.056], [2.152, -6.625, -0.810], [-0.775, -2.549, 2.160], [0.211, -3.143, 3.146], [0.519, -2.221, 4.333], [1.173, -0.912, 3.915], [-5.883, -5.444, 0.547], [-5.572, -4.228, 1.782], [-6.250, -3.749, 0.231], [-3.435, -4.920, 0.628], [-4.106, -4.450, -0.913], [-4.306, -2.071, -0.106], [-3.639, -2.544, 1.435], [-2.160, -2.829, -1.238], [-1.888, -1.538, -0.078], [0.247, -2.314, -0.900], [1.239, -2.734, 0.480], [0.327, -4.711, -1.674], [1.919, -3.993, -1.611], [2.284, -5.050, 0.660], [0.708, -5.791, 0.558], [2.469, -7.424, -0.135], [1.433, -7.056, -1.511], [3.027, -6.320, -1.390], [-0.441, -1.577, 1.794], [-1.749, -2.398, 2.628], [-0.174, -4.110, 3.503], [1.149, -3.387, 2.630], [-0.407, -2.015, 4.886], [1.170, -2.746, 5.047], [1.439, -0.292, 4.774], [2.087, -1.094, 3.344], [0.510, -0.318, 3.283], [2.024, 4.474, -4.134], [1.861, 3.740, -2.891], [2.954, 3.366, -2.142], [4.117, 3.579, -2.413], [2.416, 2.647, -0.912], [2.831, 3.369, 0.371], [4.317, 3.448, 0.569], [4.967, 4.675, 0.608], [6.337, 4.742, 0.758], [7.076, 3.584, 0.870], [6.443, 2.359, 0.845], [5.073, 2.293, 0.701], [0.928, 2.583, -1.064], [0.074, 1.964, -0.197], [-1.290, 1.938, -0.378], [-2.206, 1.352, 0.470], [-3.609, 1.354, 0.222], [-4.493, 0.739, 1.129], [-5.848, 0.728, 0.894], [-6.367, 1.326, -0.241], [-5.523, 1.944, -1.146], [-4.168, 1.962, -0.923], [0.550, 3.292, -2.336], [-0.311, 4.517, -2.046], [-0.082, 2.322, -3.329], [3.079, 4.685, -4.294], [1.656, 3.887, -4.973], [1.481, 5.416, -4.093], [2.805, 1.621, -0.912], [2.415, 4.381, 0.344], [2.376, 2.887, 1.242], [4.397, 5.583, 0.507], [6.831, 5.699, 0.785], [8.147, 3.633, 0.977], [7.017, 1.452, 0.937], [4.581, 1.336, 0.677], [0.494, 1.477, 0.663], [-1.682, 2.418, -1.251], [-1.846, 0.875, 1.364], [-4.093, 0.275, 2.014], [-6.508, 0.251, 1.598], [-7.429, 1.313, -0.421], [-5.925, 2.416, -2.028], [-3.536, 2.453, -1.640], [0.234, 5.214, -1.412], [-0.567, 5.031, -2.970], [-1.238, 4.268, -1.537], [0.624, 1.527, -3.563], [-0.987, 1.856, -2.947], [-0.334, 2.836, -4.254]], "total_charge": 1, "spin_multiplicity": 1, "e_homo_ev": -10.5, "molar_mass_g_mol": 535.78}


# 2
{"formula": "C34H52N3O2PPtSe", "method": "ωB97M-V with the def2-TZVPD basis set", "elements": ["Pt", "C", "C", "C", "C", "C", "C", "C", "Se", "C", "C", "C", "C", "C", "C", "O", "C", "C", "C", "C", "C", "C", "C", "C", "C", "O", "C", "C", "C", "C", "C", "C", "H", "H", "H", "H", "H", "H", "H", "H", "H", "H", "H", "H", "H", "H", "H", "H", "H", "H", "H", "H", "H", "H", "H", "H", "H", "H", "H", "H", "H", "H", "H", "H", "H", "H", "H", "H", "H", "H", "H", "H", "C", "N", "C", "N", "C", "N", "C", "P", "C", "C", "H", "H", "H", "H", "H", "H", "H", "H", "H", "H", "H", "H"], "xyz": [[-1.468, -0.693, 0.815], [0.170, 2.907, -4.818], [-0.235, 1.567, -5.452], [-1.538, 1.725, -6.249], [0.863, 1.175, -6.450], [-0.429, 0.558, -4.328], [-1.405, 0.756, -3.362], [-1.509, -0.098, -2.280], [-2.828, 0.192, -0.943], [-0.304, 0.903, 0.791], [-0.242, 2.208, 0.384], [0.801, 3.013, 0.846], [1.766, 2.452, 1.695], [1.733, 1.144, 2.139], [0.649, 0.351, 1.684], [0.371, -0.882, 2.005], [2.768, 0.530, 3.058], [3.873, 1.510, 3.454], [3.412, -0.656, 2.330], [2.053, 0.022, 4.317], [0.838, 4.459, 0.387], [-0.464, 5.164, 0.795], [2.004, 5.238, 0.999], [0.976, 4.474, -1.142], [-0.615, -1.212, -2.082], [-0.728, -1.939, -1.047], [0.356, -1.431, -3.112], [0.398, -0.557, -4.178], [1.364, -2.581, -3.107], [2.784, -1.988, -3.172], [1.295, -3.466, -1.860], [1.123, -3.467, -4.341], [0.377, 3.649, -5.586], [1.065, 2.775, -4.214], [-0.619, 3.292, -4.179], [-1.389, 2.431, -7.066], [-2.347, 2.093, -5.624], [-1.838, 0.769, -6.673], [0.968, 1.964, -7.193], [0.614, 0.257, -6.978], [1.825, 1.057, -5.956], [-2.086, 1.594, -3.419], [-0.989, 2.607, -0.289], [2.579, 3.074, 2.026], [4.400, 1.871, 2.574], [4.592, 0.999, 4.092], [3.475, 2.361, 4.001], [3.915, -0.310, 1.430], [2.654, -1.382, 2.048], [4.144, -1.139, 2.974], [1.549, 0.838, 4.832], [2.770, -0.432, 4.996], [1.314, -0.726, 4.042], [-0.597, 5.125, 1.874], [-1.334, 4.709, 0.334], [-0.419, 6.204, 0.483], [1.923, 5.263, 2.084], [1.984, 6.262, 0.628], [2.958, 4.792, 0.727], [0.150, 3.952, -1.615], [1.898, 3.980, -1.438], [0.988, 5.497, -1.511], [1.146, -0.742, -4.929], [2.939, -1.301, -2.343], [2.958, -1.452, -4.101], [3.524, -2.783, -3.102], [1.515, -2.885, -0.967], [2.032, -4.267, -1.940], [0.309, -3.911, -1.746], [1.262, -2.911, -5.264], [0.110, -3.863, -4.334], [1.823, -4.300, -4.336], [-3.108, -2.346, 5.506], [-2.044, -3.158, 4.941], [-2.592, -4.453, 4.570], [-3.724, -4.361, 3.661], [-4.741, -3.506, 4.251], [-4.244, -2.189, 4.611], [-3.904, -1.400, 3.445], [-2.570, -2.186, 2.388], [-1.409, -2.499, 3.819], [-3.328, -3.901, 2.350], [-2.710, -1.359, 5.762], [-3.459, -2.834, 6.422], [-2.927, -4.953, 5.483], [-1.805, -5.056, 4.106], [-5.109, -3.993, 5.160], [-5.571, -3.397, 3.547], [-3.543, -0.419, 3.774], [-4.803, -1.251, 2.839], [-1.009, -1.533, 4.150], [-0.568, -3.106, 3.470], [-2.595, -4.600, 1.934], [-4.206, -3.890, 1.694]], "spin_multiplicity": 3, "e_homo_ev": [-7.1, -7.2], "molar_mass_g_mol": 839.82}


# 3
{"formula": "C34H53As2BClF4INO8PS2Ti", "method": "ωB97M-V with the def2-TZVPD basis set", "elements": ["Ti", "O", "As", "O", "O", "C", "C", "C", "C", "C", "C", "S", "O", "O", "O", "H", "H", "H", "H", "H", "Cl", "C", "C", "C", "I", "C", "O", "C", "N", "C", "C", "C", "C", "H", "H", "H", "H", "O", "S", "C", "C", "C", "C", "H", "H", "H", "H", "H", "H", "H", "H", "F", "B", "F", "F", "F", "C", "C", "C", "P", "C", "C", "C", "C", "C", "C", "H", "H", "H", "H", "H", "H", "H", "H", "H", "H", "H", "H", "H", "H", "H", "H", "H", "H", "H", "H", "H", "C", "C", "As", "C", "C", "C", "C", "H", "H", "H", "H", "H", "H", "H", "H", "H", "H", "H", "H", "H", "H", "H"], "xyz": [[1.315, -0.514, -0.870], [2.403, -0.151, -2.351], [0.057, -1.156, -3.772], [-1.471, -1.012, -4.378], [0.072, -1.372, -2.008], [1.046, 0.316, -4.625], [1.788, -0.128, -5.709], [2.613, 0.724, -6.435], [2.704, 2.048, -6.044], [1.961, 2.515, -4.972], [1.120, 1.672, -4.246], [-0.597, 1.351, -2.191], [0.452, 2.279, -3.240], [-1.538, 2.439, -1.947], [0.407, 1.248, -1.018], [2.941, 0.640, -2.250], [1.721, -1.173, -5.991], [3.185, 0.349, -7.274], [3.367, 2.728, -6.568], [2.027, 3.548, -4.653], [6.526, -3.914, 2.076], [5.412, -2.679, 1.501], [5.671, -1.370, 1.818], [4.794, -0.366, 1.398], [5.296, 1.625, 1.743], [3.642, -0.667, 0.679], [2.744, 0.214, 0.294], [3.448, -2.024, 0.299], [2.358, -2.240, -0.523], [2.147, -3.499, -0.977], [2.945, -4.557, -0.600], [4.024, -4.377, 0.258], [4.312, -3.060, 0.703], [6.556, -1.119, 2.386], [1.309, -3.621, -1.649], [2.718, -5.541, -0.992], [4.640, -5.205, 0.575], [-2.076, 0.080, -0.696], [-2.469, 1.191, 0.248], [-4.136, 1.696, -0.298], [-5.091, 1.550, 0.876], [-4.671, 0.257, 1.577], [-3.151, 0.301, 1.684], [-4.363, 0.998, -1.106], [-4.057, 2.702, -0.709], [-6.129, 1.509, 0.537], [-5.000, 2.401, 1.559], [-4.982, -0.600, 0.973], [-5.134, 0.151, 2.560], [-2.656, -0.667, 1.697], [-2.834, 0.854, 2.572], [-0.910, -1.498, 2.860], [0.344, -1.575, 2.235], [0.223, -0.771, 0.995], [1.329, -0.977, 3.013], [0.666, -2.879, 1.915], [-2.186, 4.273, 2.371], [-0.794, 4.540, 1.795], [-0.937, 5.093, 0.374], [0.267, 2.993, 1.754], [1.901, 3.724, 1.215], [2.342, 4.993, 1.944], [2.058, 3.902, -0.307], [0.600, 2.810, 3.590], [-0.457, 1.870, 4.191], [1.971, 2.192, 3.875], [-2.817, 5.161, 2.252], [-2.157, 4.029, 3.433], [-2.674, 3.448, 1.846], [-0.306, 5.286, 2.434], [-1.227, 4.307, -0.330], [-0.005, 5.524, 0.010], [-1.701, 5.878, 0.348], [2.581, 2.915, 1.490], [1.785, 5.863, 1.584], [3.405, 5.184, 1.755], [2.207, 4.932, 3.026], [2.031, 4.960, -0.583], [1.291, 3.387, -0.880], [3.022, 3.501, -0.632], [0.526, 3.792, 4.076], [-0.371, 0.876, 3.747], [-1.478, 2.219, 4.034], [-0.302, 1.768, 5.270], [2.101, 1.265, 3.311], [2.046, 1.939, 4.938], [2.801, 2.856, 3.634], [-1.351, -4.487, -3.104], [-1.528, -4.870, -1.640], [-1.711, -3.334, -0.389], [-3.408, -2.654, -1.148], [-4.625, -3.570, -1.169], [-2.449, -4.460, 1.057], [-1.398, -5.416, 1.619], [-1.273, -5.375, -3.739], [-0.446, -3.896, -3.252], [-2.179, -3.881, -3.476], [-0.663, -5.446, -1.301], [-2.407, -5.511, -1.516], [-3.147, -2.325, -2.157], [-3.621, -1.734, -0.603], [-4.409, -4.537, -1.631], [-5.440, -3.115, -1.741], [-5.002, -3.766, -0.163], [-3.327, -5.010, 0.709], [-2.774, -3.779, 1.849], [-1.073, -6.137, 0.865], [-1.792, -5.983, 2.468], [-0.517, -4.867, 1.955]], "total_charge": -2, "spin_multiplicity": 3, "de_lowest_ev": 2.029, "e_homo_ev": [-0.6, -2.9], "molar_mass_g_mol": 1145.78}


# 4
{"formula": "C34H53CrN2O2P2", "method": "ωB97M-V with the def2-TZVPD basis set", "elements": ["C", "C", "C", "C", "C", "H", "H", "H", "N", "P", "P", "C", "H", "H", "C", "O", "C", "H", "C", "C", "C", "C", "C", "H", "H", "H", "C", "H", "H", "H", "C", "H", "H", "H", "C", "H", "H", "H", "C", "H", "H", "H", "C", "H", "H", "H", "C", "H", "H", "H", "C", "H", "H", "H", "C", "H", "H", "H", "C", "H", "H", "H", "C", "H", "H", "H", "C", "H", "H", "H", "Cr", "N", "C", "C", "C", "C", "C", "H", "C", "H", "C", "H", "H", "H", "C", "C", "C", "O", "H", "H", "H", "H", "H", "H"], "xyz": [[-1.870, -1.525, -2.379], [0.425, -1.538, -2.779], [-2.050, -2.611, -3.228], [0.330, -2.639, -3.613], [-0.931, -3.220, -3.795], [-3.065, -2.962, -3.420], [1.215, -2.981, -4.153], [-1.031, -4.112, -4.407], [-0.622, -1.163, -2.006], [-2.503, 0.061, -0.232], [2.382, -0.428, -0.940], [-2.969, -0.602, -1.910], [-3.076, 0.255, -2.604], [-3.945, -1.105, -1.928], [0.334, 1.314, 0.889], [0.730, 2.079, 1.689], [1.562, -0.560, -2.778], [2.327, -0.896, -3.477], [3.943, 0.555, -1.431], [2.680, -1.540, 0.584], [-3.242, 1.762, -0.197], [-3.330, -1.226, 0.884], [3.572, 1.982, -0.993], [3.364, 2.041, 0.085], [4.422, 2.645, -1.221], [2.693, 2.356, -1.534], [5.252, 0.106, -0.746], [5.257, 0.230, 0.341], [5.531, -0.923, -1.013], [6.050, 0.770, -1.125], [4.246, 0.540, -2.952], [5.253, 0.965, -3.110], [4.267, -0.485, -3.356], [3.549, 1.162, -3.536], [3.161, -0.625, 1.723], [2.460, 0.205, 1.887], [3.213, -1.221, 2.648], [4.158, -0.210, 1.542], [1.348, -2.168, 1.027], [0.660, -1.402, 1.423], [0.852, -2.721, 0.214], [1.544, -2.866, 1.855], [3.689, -2.632, 0.226], [4.700, -2.232, 0.095], [3.729, -3.361, 1.053], [3.392, -3.160, -0.690], [-3.819, -0.593, 2.192], [-4.249, -1.394, 2.817], [-2.988, -0.147, 2.752], [-4.620, 0.142, 2.028], [-2.245, -2.267, 1.192], [-1.772, -2.660, 0.279], [-1.477, -1.838, 1.851], [-2.701, -3.123, 1.715], [-4.522, -1.945, 0.220], [-4.994, -2.587, 0.981], [-5.291, -1.244, -0.135], [-4.209, -2.607, -0.599], [-2.563, 2.604, -1.297], [-2.819, 2.253, -2.306], [-2.924, 3.638, -1.197], [-1.464, 2.612, -1.217], [-2.945, 2.402, 1.173], [-1.888, 2.300, 1.457], [-3.181, 3.474, 1.099], [-3.567, 1.977, 1.968], [-4.754, 1.703, -0.458], [-4.986, 1.283, -1.447], [-5.300, 1.138, 0.309], [-5.134, 2.736, -0.435], [-0.197, 0.359, -0.640], [0.478, 1.421, -1.999], [1.042, 0.796, -2.993], [1.071, 1.488, -4.293], [0.879, 2.877, -4.281], [1.219, 0.807, -5.520], [1.040, 3.616, -5.450], [0.621, 3.351, -3.326], [1.325, 1.548, -6.701], [1.221, -0.284, -5.526], [1.260, 2.947, -6.662], [0.991, 4.705, -5.417], [1.457, 1.023, -7.649], [1.359, 3.522, -7.578], [0.224, 0.902, 5.120], [-0.460, -0.196, 4.355], [-0.847, -1.377, 5.197], [-0.670, -0.130, 3.135], [-0.415, 1.235, 5.944], [0.440, 1.736, 4.456], [1.157, 0.518, 5.548], [-1.442, -2.084, 4.615], [0.058, -1.881, 5.561], [-1.420, -1.039, 6.067]], "total_charge": 1, "spin_multiplicity": 5, "de_lowest_ev": 1.713, "e_homo_ev": [-8.8, -10.2], "molar_mass_g_mol": 635.75}